[1]
Entry from the Open Molecules 2025 dataset: C18H54FeNO21 as an isolated structure (ωB97M-V/def2-TZVPD).

XYZ file:
```
95
Properties=species:S:1:pos:R:3:forces:R:3
Fe 5.7289 -14.5713 -11.5131 1.1 0.0 0.6
N 8.5368 -13.6415 -10.0389 -0.1 0.3 0.1
O 8.3577 -13.3982 -8.8481 0.0 -0.1 -0.6
O 7.5838 -14.0226 -10.7599 0.0 -0.3 -0.4
O 9.6407 -13.4850 -10.6042 -0.3 0.0 0.5
C 13.3071 -11.0055 -12.5010 0.5 -0.1 1.1
C 12.5887 -11.9217 -11.5344 0.1 -0.8 0.4
O 11.3335 -11.3593 -11.1666 0.0 -0.3 -0.2
O 12.5839 -10.7516 -13.6838 -0.1 0.3 0.2
H 14.2746 -11.4513 -12.7359 -0.1 0.0 -0.3
H 13.5399 -10.0892 -11.9426 -0.1 0.2 -0.3
H 13.1934 -12.1246 -10.6395 0.2 0.6 0.0
H 12.4820 -12.9455 -11.9234 -0.4 0.2 -0.5
H 10.7843 -12.0993 -10.8492 0.0 0.5 0.0
H 11.7634 -10.3354 -13.3840 0.1 0.0 -0.2
C 7.7206 -16.6287 -12.6930 0.1 -1.4 0.5
C 8.0187 -17.6001 -11.5419 0.2 0.7 -0.2
O 7.7105 -16.9591 -10.3108 -0.1 -0.2 0.0
O 6.3190 -16.2589 -12.7032 0.0 0.4 0.2
H 7.9507 -17.1563 -13.6182 0.1 0.2 -0.2
H 8.3299 -15.7353 -12.6001 -0.2 0.2 0.0
H 9.0885 -17.8271 -11.5782 0.0 -0.1 -0.2
H 7.4472 -18.5281 -11.6514 0.0 0.0 -0.1
H 8.2612 -17.3515 -9.6245 0.0 0.1 0.0
H 5.7681 -16.8669 -13.2015 0.2 -0.2 0.0
C 5.3366 -13.0648 -14.0650 -1.7 -1.5 0.7
C 3.9857 -13.1617 -13.3051 -1.1 0.7 -0.8
O 3.8051 -14.2643 -12.3523 0.9 0.9 -1.2
O 6.3707 -13.4997 -13.1889 -0.3 1.1 -1.1
H 5.4402 -12.0538 -14.4564 0.2 0.1 0.3
H 5.1879 -13.7390 -14.9150 0.7 -0.1 0.0
H 3.1940 -13.3328 -14.0412 0.3 0.2 -0.2
H 3.7303 -12.1979 -12.8568 0.3 -0.2 0.6
H 2.8517 -14.3020 -12.2374 0.0 -0.4 0.4
H 7.2083 -13.4444 -13.7237 0.5 -0.6 0.5
C 6.9081 -10.2721 -10.8068 1.1 -0.9 0.1
C 7.9165 -10.1430 -9.6654 -0.8 0.6 0.1
O 7.8138 -8.8590 -9.0565 0.0 0.0 -0.1
O 5.5847 -10.4037 -10.2431 0.0 0.7 -0.6
H 7.1192 -11.1742 -11.3960 0.0 -0.1 0.2
H 7.0353 -9.4456 -11.5069 -0.5 0.3 0.3
H 8.9396 -10.2401 -10.0237 0.0 -0.2 0.0
H 7.6783 -10.8920 -8.9076 0.3 -0.4 -0.2
H 7.0626 -8.8704 -8.4553 0.0 0.0 0.0
H 5.0508 -9.7206 -10.6650 -0.2 -0.1 0.3
C 4.6203 -14.9929 -8.8221 0.7 0.2 0.6
C 4.1849 -13.6199 -9.2636 -1.7 0.6 0.1
O 5.1288 -13.0248 -10.1469 -0.3 -0.4 0.1
O 4.9554 -15.7848 -9.9860 -0.5 0.5 0.3
H 3.8703 -15.5391 -8.2523 -0.3 0.4 0.0
H 5.4855 -14.8425 -8.1662 0.1 -0.4 -0.3
H 3.9874 -12.9435 -8.4279 0.6 -0.4 0.4
H 3.1817 -13.6691 -9.7173 0.3 -0.2 -0.5
H 5.1462 -12.0382 -10.0700 0.2 -0.2 -0.2
H 4.9460 -16.7157 -9.7503 0.5 -0.1 -0.1
C 6.6908 -12.6318 -5.3534 -0.6 0.0 -0.8
C 5.6058 -12.3999 -4.3266 0.9 -0.1 0.8
O 4.8780 -11.2071 -4.5352 -0.2 -0.1 -0.3
O 6.1154 -13.1979 -6.5451 -0.3 -0.1 0.1
H 7.4524 -13.3154 -4.9699 0.0 0.1 0.1
H 7.1180 -11.6661 -5.6387 0.2 0.0 0.4
H 6.1281 -12.2962 -3.3694 0.0 0.1 0.0
H 4.9812 -13.2851 -4.1939 -0.2 0.0 -0.3
H 3.9760 -11.4260 -4.7793 0.0 0.0 0.0
H 6.7169 -13.0443 -7.2782 0.2 0.0 -0.2
C 11.0030 -13.0480 -14.8899 0.0 -0.2 0.8
C 9.7212 -12.7756 -14.1166 0.1 0.4 -0.7
O 8.6942 -13.6945 -14.5498 -0.6 0.1 0.3
O 10.7838 -12.6940 -16.2456 0.0 0.0 -0.2
H 11.2524 -14.1098 -14.8338 -0.1 -0.1 0.0
H 11.8231 -12.5002 -14.4190 -0.2 0.0 -0.3
H 9.3983 -11.7600 -14.3748 0.0 0.0 0.1
H 9.7939 -12.8186 -13.0313 0.1 -0.4 -0.1
H 8.5981 -13.6021 -15.5081 0.3 0.0 0.0
H 11.3824 -11.9854 -16.4933 0.0 0.0 0.0
C 9.7293 -14.6889 -6.5031 0.3 -0.1 0.5
C 10.4649 -13.4225 -6.9108 -1.3 -0.1 -1.0
O 11.5980 -13.1718 -6.1171 -0.1 -0.1 0.2
O 10.4108 -15.8960 -6.8643 0.1 0.4 0.5
H 8.7254 -14.7577 -6.9206 0.2 0.2 -0.3
H 9.5792 -14.6370 -5.4161 0.1 -0.1 0.0
H 9.6895 -12.6412 -6.8612 0.3 0.2 0.3
H 10.7049 -13.4668 -7.9808 0.2 -0.2 0.1
H 11.8950 -12.2841 -6.3385 0.2 -0.1 0.1
H 11.1509 -15.9332 -6.2441 0.1 -0.3 -0.3
C 12.5025 -15.4362 -9.3925 0.3 0.3 -0.5
C 11.4700 -16.2231 -10.1605 -0.7 0.2 0.2
O 11.1957 -15.6417 -11.4253 0.2 -0.1 -0.7
O 13.8039 -15.7200 -9.8977 0.1 0.1 0.4
H 12.4698 -15.6173 -8.3223 0.2 -0.4 0.0
H 12.2877 -14.3681 -9.5180 -0.1 0.1 0.1
H 10.5292 -16.2939 -9.5984 0.2 -0.1 0.2
H 11.8597 -17.2234 -10.3493 0.0 0.0 0.0
H 10.7526 -14.7879 -11.3081 0.0 -0.3 0.3
H 13.8985 -15.2976 -10.7565 -0.1 -0.1 0.0
```
Forces are in eV/Å.

Computed properties:
Orbital gap (spin up / spin down)   8.6 / 8.6 eV
Energy above the lowest of the compared OMol25 structures with the same formula, charge and spin   0.000 eV
Net charge   +1
2S+1   5
Calculated total energy   -3616.31251 hartree

Here are the Mulliken charges for atoms 1 to 5, given in e: 0.409 -0.046 -0.224 -0.022 0.644

[2]
Entry from the Open Molecules 2025 dataset: a 8-piece molecular cluster, C18H54N9O8 overall (ωB97M-V/def2-TZVPD).

XYZ file:
```
89
Properties=species:S:1:pos:R:3:forces:R:3
C -12.6464 -0.2546 -16.4557 2.2 0.8 -2.3
O -11.3848 0.2286 -16.8781 -1.1 -0.5 1.1
H -13.0195 0.0979 -15.4941 -0.3 0.2 0.5
H -13.3243 -0.0146 -17.2748 -1.3 0.7 -0.1
H -12.7832 -1.3341 -16.5189 0.4 -1.0 0.7
C -18.9028 -0.3573 -18.7287 -0.8 -0.3 -0.6
C -18.9963 -1.6497 -19.5718 0.0 0.1 1.8
O -17.8967 -1.7172 -20.4111 1.0 0.0 -1.5
H -19.6329 -0.2668 -17.9245 -0.1 -0.4 0.1
H -19.1577 0.4518 -19.4131 0.5 0.4 0.1
H -17.9121 -0.2732 -18.2819 0.0 0.1 -0.3
H -19.9363 -1.7624 -20.1119 -0.2 0.1 0.1
H -18.8504 -2.5122 -18.9214 -0.5 -0.1 0.2
H -18.1397 -1.4811 -21.3094 0.1 0.1 0.0
C -6.2196 5.1235 -17.1057 -1.1 -2.8 0.2
O -5.6043 4.0906 -17.3301 0.5 1.1 0.0
N -7.5456 5.2542 -17.2032 -3.2 -0.7 -1.2
N -5.8687 6.2530 -16.5276 3.7 2.5 1.0
H -8.1406 4.4695 -17.4274 0.2 0.2 -0.2
H -7.8507 6.2017 -17.3740 -0.7 -0.7 -0.1
H -6.5843 6.9278 -16.2984 0.9 -0.1 0.2
H -4.8776 6.4414 -16.4802 -0.3 0.5 0.2
C -13.3315 4.1061 -21.7888 1.4 2.0 -4.7
O -13.3559 4.6849 -22.9139 -0.4 -0.6 2.2
N -14.2179 3.3435 -21.2838 -6.3 -2.6 0.4
N -12.3194 4.0358 -20.9940 5.0 1.3 1.9
H -14.1074 2.9021 -20.3820 -0.4 0.2 -0.3
H -15.1244 3.4143 -21.7235 0.0 -0.5 0.4
H -12.3235 3.3165 -20.2850 0.8 0.4 -0.1
H -11.4625 4.4675 -21.3094 0.0 -0.4 0.4
C -10.6593 -2.6020 -23.0082 -0.1 0.1 1.5
O -10.1285 -2.5652 -21.9407 0.4 0.4 2.4
N -11.9002 -2.4416 -23.3303 -7.2 1.6 1.8
N -10.0533 -2.8895 -24.0793 5.8 -1.8 -6.1
H -12.5181 -2.1661 -22.5803 0.1 -0.1 0.1
H -12.3901 -2.4385 -24.2135 1.0 -0.1 0.0
H -10.4618 -2.8417 -25.0018 0.2 0.0 0.4
H -9.0452 -2.9141 -24.0236 -0.2 -0.1 -0.2
C -14.7331 6.2652 -14.4591 -2.0 -1.7 -0.4
C -14.7251 6.5462 -12.9592 -1.0 0.3 -2.7
C -15.6320 5.5003 -12.2411 1.7 2.2 1.2
O -15.5106 5.9036 -10.8177 -1.8 0.2 -2.7
C -15.8670 4.9061 -9.9216 1.0 -0.7 0.5
N -13.3765 6.7083 -12.5883 0.7 -0.2 2.4
H -14.1352 6.8912 -15.1215 0.0 0.1 0.4
H -15.7894 6.3034 -14.7253 -0.2 0.5 -0.7
H -14.5562 5.2078 -14.6555 0.8 -0.1 -0.1
H -15.1865 7.5330 -12.9961 -0.3 0.1 1.2
H -15.3124 4.4828 -12.4661 0.4 -0.2 0.5
H -16.6406 5.5691 -12.6486 -0.2 0.3 0.4
H -16.7679 4.2989 -10.0091 -0.5 0.3 -1.0
H -16.0002 5.3607 -8.9399 0.7 0.0 0.1
H -15.0061 4.2505 -10.0526 -0.1 -0.9 1.3
H -12.8990 5.8188 -12.6203 0.6 0.3 -0.3
H -12.9679 7.4771 -13.1001 0.4 -0.5 0.0
C -14.2112 -2.1116 -9.5670 0.3 0.8 0.1
C -14.0307 -3.1559 -8.4419 0.6 0.3 -4.0
C -13.1256 -2.6731 -7.3418 -0.5 -1.6 2.3
O -11.7289 -3.0173 -7.4359 0.0 0.7 -0.5
C -10.9719 -3.2583 -6.2350 -1.4 -1.2 -0.4
N -15.3463 -3.5718 -8.0161 0.2 0.0 1.7
H -14.7013 -1.2257 -9.1632 -0.1 0.1 0.2
H -14.7884 -2.3892 -10.4490 -0.2 -0.6 0.3
H -13.2784 -1.7486 -9.9985 0.3 -0.2 0.3
H -13.5365 -3.9949 -8.9317 0.4 -0.3 0.1
H -13.4869 -3.2712 -6.5052 -0.1 0.0 0.6
H -13.4593 -1.6682 -7.0831 1.0 0.6 -0.1
H -10.9501 -2.4217 -5.5366 0.6 0.2 -0.4
H -10.0687 -3.8144 -6.4863 0.7 1.4 -0.6
H -11.3470 -4.1148 -5.6749 -1.3 0.0 0.4
H -16.0100 -3.7785 -8.7488 0.4 0.1 -0.3
H -15.1645 -4.4128 -7.4872 -0.7 -0.3 0.2
C -2.4641 0.9625 -11.5719 -1.2 -0.9 2.2
C -3.7733 0.4761 -12.2087 -1.6 1.5 -0.3
C -4.8990 1.5187 -12.0186 -0.3 0.3 0.6
O -6.2465 1.2752 -12.5543 2.4 0.5 0.3
C -7.0627 2.4258 -12.3372 0.0 -0.7 0.3
N -3.5488 0.4825 -13.6089 0.6 -1.2 -1.7
H -2.5896 0.8865 -10.4919 0.2 0.2 0.4
H -2.2664 2.0173 -11.7623 0.1 -0.2 -0.5
H -1.6487 0.2725 -11.7891 0.1 0.3 -0.4
H -4.2232 -0.4609 -11.8807 0.7 -0.4 0.2
H -4.4760 2.4241 -12.4538 -0.3 0.4 -0.3
H -4.9116 1.6876 -10.9418 -0.7 0.2 0.4
H -7.3488 2.3986 -11.2858 -0.5 0.2 0.1
H -7.9136 2.3578 -13.0150 0.0 -0.1 0.2
H -6.5940 3.3979 -12.4906 0.5 -0.1 -0.3
H -2.8526 -0.2355 -13.7501 0.1 -0.4 -0.7
H -3.0080 1.3182 -13.7796 -0.2 0.4 -0.5
```
Forces are in eV/Å.

Computed properties:
Orbital gap   3.9 eV
Net charge   -1
Calculated total energy   -1812.70665 hartree

Here are the Mulliken charges for atoms 1 to 5, given in e: -0.441 -0.888 0.157 0.004 0.180

Which of these has the lowest calculated total energy? C18H54FeNO21

Which formula does entry 1 have? C18H54FeNO21

What is the net charge in the second record? -1